Molecular formula: C5H11N
Method: DFT, ωB97M-V/def2-TZVPD

```
17
Properties=species:S:1:pos:R:3:forces:R:3:nbo_charge:R:1
H 0.031 2.170 0.848 0.5 -0.4 -0.1 0.22
H -2.049 -1.634 0.426 0.0 0.2 0.0 0.20
C 1.806 -0.582 -0.391 0.2 -0.5 -0.6 -0.65
H -0.323 -1.946 0.654 -0.7 0.6 0.4 0.20
H 1.883 1.816 0.878 -0.2 0.1 0.0 0.19
C 0.875 1.514 0.600 0.2 -0.1 0.1 -0.42
H -2.543 0.633 -0.625 -0.5 -0.2 0.1 0.36
C 0.698 0.342 -0.011 -0.2 1.2 -0.2 0.02
H 1.566 -1.583 0.002 0.3 0.2 -0.3 0.21
C -0.698 -0.099 -0.382 0.6 -0.6 0.3 -0.09
H 1.945 -0.658 -1.507 -0.3 0.0 1.0 0.22
H -0.617 -0.558 -1.372 -0.1 -0.3 -0.1 0.16
H 2.767 -0.278 0.025 -0.1 0.1 0.1 0.22
H -1.418 1.652 -1.091 0.2 0.1 0.2 0.36
N -1.641 0.987 -0.355 -0.3 0.6 -0.4 -0.82
C -1.099 -1.141 0.657 0.2 -0.6 0.2 -0.60
H -1.182 -0.636 1.645 0.2 -0.5 -0.6 0.22
```
Positions in Å, forces in eV/Å.

The HOMO-LUMO gap comes out at 10.19 eV. The total energy comes out at -251.8399 Eh. Its SMILES is C=C(C)[C@@H](C)N. The calculation puts the energy above the lowest of the compared OMol25 structures with the same formula, charge and spin at 0.6161 eV.

---

Molecular formula: C5H11N
Method: DFT, ωB97M-V/def2-TZVPD

```
17
Properties=species:S:1:pos:R:3:forces:R:3:nbo_charge:R:1
H 0.796 -0.862 1.072 0.1 0.1 -0.1 0.21
H 0.090 1.493 0.647 -0.1 -0.1 -0.1 0.20
C 1.094 -0.355 0.146 0.0 -0.1 0.0 -0.40
C 2.509 0.201 0.274 0.0 0.0 0.0 -0.61
H -2.221 -1.253 1.071 0.0 0.1 -0.1 0.17
N -1.295 0.198 -0.179 -0.1 -0.1 0.0 -0.40
C -2.111 -0.201 0.837 0.0 0.1 0.3 -0.27
C 0.053 0.728 -0.142 0.1 0.1 0.0 -0.21
H 0.252 1.224 -1.101 0.0 -0.1 0.2 0.20
H 3.223 -0.599 0.499 -0.1 0.1 0.0 0.21
H -2.480 0.532 1.560 0.0 -0.1 -0.2 0.17
H 2.577 0.945 1.076 0.0 -0.1 -0.1 0.20
H -1.450 -1.120 -1.843 -0.1 0.1 0.1 0.16
H 2.831 0.685 -0.656 0.0 -0.1 0.1 0.20
H 1.060 -1.107 -0.652 0.0 0.1 0.1 0.20
H -2.959 -0.085 -1.440 0.2 0.0 0.1 0.19
C -1.967 -0.425 -1.171 0.1 0.0 -0.3 -0.22
```
Positions in Å, forces in eV/Å.

The HOMO-LUMO gap comes out at 8.80 eV. The total energy comes out at -251.7372 Eh. The calculation puts the energy above the lowest of the compared OMol25 structures with the same formula, charge and spin at 3.4098 eV.

---

Molecular formula: C5H11N
Method: DFT, ωB97M-V/def2-TZVPD

```
17
Properties=species:S:1:pos:R:3:forces:R:3:nbo_charge:R:1
H -0.804 1.768 -1.929 0.0 0.0 0.2 0.20
C -1.272 0.937 0.088 1.4 -2.4 -1.1 -0.21
H -0.925 1.084 1.119 -0.3 -0.2 -0.2 0.17
C 1.259 0.156 0.195 0.2 0.4 0.0 -0.22
C 1.295 -1.116 1.031 -0.2 -0.1 0.0 -0.62
H 1.309 1.027 0.873 0.0 -0.1 -0.1 0.17
H -0.974 -1.716 -0.629 0.8 0.7 0.3 0.18
C -1.511 -0.759 -0.580 -3.1 0.3 1.7 -0.48
H 0.416 -1.178 1.685 0.1 0.0 -0.1 0.21
H 2.149 0.195 -0.453 -0.1 0.0 0.1 0.20
H -1.995 -0.640 -1.547 0.1 0.4 0.1 0.22
H 0.253 2.363 -0.572 -0.3 -0.1 0.1 0.21
N 0.100 0.257 -0.691 0.9 1.6 0.0 -0.34
H 2.190 -1.124 1.665 -0.2 0.0 -0.2 0.22
H 1.319 -2.010 0.397 0.0 0.2 0.1 0.21
C -0.430 1.585 -0.918 1.0 0.1 -0.5 -0.29
H -2.296 -0.910 0.173 -0.3 -0.7 -0.5 0.19
```
Positions in Å, forces in eV/Å.

The HOMO-LUMO gap comes out at 8.73 eV. The total energy comes out at -251.6574 Eh. The calculation puts the energy above the lowest of the compared OMol25 structures with the same formula, charge and spin at 5.5830 eV.

---

Molecular formula: C5H11N
Method: DFT, ωB97M-V/def2-TZVPD

```
17
Properties=species:S:1:pos:R:3:forces:R:3:nbo_charge:R:1
H -0.226 1.798 -1.751 -0.1 -0.2 -0.2 0.20
H -1.158 2.014 1.574 -0.3 -1.0 0.4 0.21
H 1.284 0.128 -2.889 -0.1 0.0 0.1 0.21
H 2.103 0.826 -1.494 -0.2 0.0 0.1 0.21
C 1.253 0.207 -1.798 -0.4 0.1 0.0 -0.61
H -0.166 -1.864 2.295 0.4 -0.1 -0.2 0.21
H -1.619 -1.953 1.324 1.0 1.7 -0.2 0.22
C -0.547 -1.537 1.328 1.5 0.4 -0.3 -0.75
H -0.929 0.170 -1.635 -0.1 -0.2 -0.3 0.18
H 1.397 -0.794 -1.389 0.0 0.0 0.0 0.21
N -0.098 0.969 0.100 0.5 -0.3 0.1 -0.44
H 1.269 0.151 1.501 -0.7 0.0 0.6 0.21
C -0.092 0.798 -1.331 0.1 -0.3 0.1 -0.20
H -1.585 0.012 1.311 -1.8 2.6 -0.3 0.23
H -0.079 -2.059 0.508 0.4 -0.6 0.0 0.20
C -1.031 0.990 1.188 0.4 0.1 0.1 -0.28
C 0.223 0.145 1.159 -0.5 -2.3 0.0 0.01
```
Positions in Å, forces in eV/Å.

The HOMO-LUMO gap comes out at 9.71 eV. The total energy comes out at -251.7008 Eh. Its SMILES is CCN1C[C@H]1C. The calculation puts the energy above the lowest of the compared OMol25 structures with the same formula, charge and spin at 4.4020 eV.

---

Molecular formula: C5H11N
Method: DFT, ωB97M-V/def2-TZVPD

```
17
Properties=species:S:1:pos:R:3:forces:R:3:nbo_charge:R:1
H -1.300 0.342 -1.740 0.0 -0.1 0.1 0.20
N 0.033 -0.697 -0.553 -0.1 0.1 -0.1 -0.40
H -1.927 -1.137 -1.037 0.1 0.1 0.1 0.19
C -2.045 0.578 0.290 0.1 0.1 0.1 -0.65
C 2.381 0.297 -0.378 0.0 0.0 0.0 -0.61
H -3.101 0.305 0.376 0.1 0.1 -0.1 0.22
C 0.422 -1.022 0.806 0.0 -0.1 0.3 -0.27
H -1.603 0.384 1.273 -0.2 0.1 -0.2 0.20
C 0.961 0.186 0.128 0.1 0.2 0.1 -0.08
H 2.476 1.102 -1.115 -0.1 -0.1 0.1 0.21
H 2.703 -0.636 -0.850 -0.1 0.1 0.1 0.22
H -0.293 -0.844 1.609 0.2 -0.1 -0.1 0.18
C -1.341 -0.238 -0.811 0.0 0.0 0.0 -0.22
H 3.066 0.522 0.449 -0.1 0.0 -0.1 0.21
H 1.013 -1.925 0.941 0.0 0.2 -0.2 0.20
H 0.543 1.127 0.494 0.0 -0.1 0.0 0.19
H -1.986 1.656 0.118 0.0 -0.2 0.0 0.21
```
Positions in Å, forces in eV/Å.

The HOMO-LUMO gap comes out at 10.17 eV. The total energy comes out at -251.8136 Eh. Its SMILES is CCN1C[C@H]1C. The calculation puts the energy above the lowest of the compared OMol25 structures with the same formula, charge and spin at 1.3323 eV.

---

Molecular formula: C5H11N
Method: DFT, ωB97M-V/def2-TZVPD

```
17
Properties=species:S:1:pos:R:3:forces:R:3:nbo_charge:R:1
H -0.127 3.390 1.395 0.2 0.0 0.0 0.35
H -1.025 1.415 1.889 0.2 -0.6 0.1 0.18
H 0.796 -2.676 -2.618 -0.5 0.1 -0.2 0.20
H -0.374 2.804 -0.076 0.3 0.4 0.0 0.34
H 1.293 -1.016 -2.057 -0.2 0.3 -0.2 0.19
C 0.598 -1.840 -1.957 0.4 -0.2 0.5 -0.40
C -0.169 -1.957 -0.879 0.8 -0.6 1.0 -0.16
C -0.326 0.401 0.055 -0.5 -0.2 -0.1 -0.41
H 0.922 -1.273 0.756 -0.1 0.5 0.2 0.21
H 0.763 0.952 1.721 -0.5 0.1 0.7 0.18
N 0.230 2.695 0.742 -1.1 -0.5 -0.3 -0.82
C -0.085 -1.076 0.369 -0.6 0.0 -0.6 -0.44
H -1.349 0.566 -0.324 0.3 -0.4 -0.2 0.20
H -0.592 -2.924 -0.638 -0.5 -0.1 -0.5 0.19
H -0.781 -1.425 1.138 0.0 0.0 -0.2 0.20
C -0.148 1.332 1.238 1.7 0.6 -0.4 -0.22
H 0.374 0.631 -0.756 -0.1 0.5 0.2 0.21
```
Positions in Å, forces in eV/Å.

The HOMO-LUMO gap comes out at 10.67 eV. The total energy comes out at -251.8139 Eh. Its SMILES is C=CCCCN. The calculation puts the energy above the lowest of the compared OMol25 structures with the same formula, charge and spin at 1.3228 eV.